(1)
Entry from OMol25: 3 unconnected molecules or ions with the total composition C3H6O3 at a distorted geometry (wB97M-V/def2-TZVPD).

The geometry in XYZ format:
```
12
Properties=species:S:1:pos:R:3:forces:R:3
O 2.656 0.394 0.156 0.854 0.364 0.290
C 1.575 -0.070 0.211 -1.595 -0.136 -1.762
O 0.727 -0.113 1.243 -0.686 -0.221 0.876
O 0.909 -0.583 -0.870 1.091 -0.112 0.626
H 0.910 0.530 1.933 0.667 0.019 0.093
H 0.167 -1.101 -0.533 -0.195 0.203 -0.168
H -0.007 -3.291 -0.178 0.519 0.446 0.585
H 0.447 -2.896 0.302 -0.555 -0.597 -0.511
C -1.961 1.908 -1.136 -0.346 0.416 -0.252
C -1.580 1.626 -0.042 -0.468 -0.007 -0.332
H -2.411 2.268 -2.033 0.285 -0.158 -0.122
H -1.431 1.327 0.947 0.430 -0.216 0.677
```
Positions in Å, forces in eV/Å.

Results
spin multiplicity = 1
LUMO level = 0.5 eV
orbital gap = 11.38 eV
relative energy (zero: lowest compared OMol25 entry of this formula, charge and spin) = 78.48 kcal/mol
SMILES = O=C(O)O.[H][H].C#C
calculated total energy = -343.529494 Ha
highest occupied orbital energy = -10.9 eV

(2)
Entry from OMol25: a molecular structure, C9H30N12O12S2 at a distorted geometry (wB97M-V/def2-TZVPD).

The geometry in XYZ format:
```
65
Properties=species:S:1:pos:R:3:forces:R:3
C -0.697 4.333 0.760 -1.472 0.522 0.350
S -1.823 4.853 -0.580 0.996 -2.675 -1.342
O -2.871 3.879 -0.736 -1.367 0.836 1.565
O -1.058 4.899 -1.765 1.343 1.338 -0.837
O -2.374 6.381 -0.356 -0.590 -1.086 0.166
S -3.685 6.541 0.705 -0.323 -0.804 0.697
O -3.937 7.934 0.670 0.066 1.190 -0.205
O -4.961 5.857 -0.060 0.569 0.045 0.070
C -5.549 4.848 0.790 0.562 0.065 0.176
C -5.931 3.613 -0.010 1.420 -0.281 1.624
O -6.581 3.623 -0.983 -1.539 0.332 -2.144
H -0.961 3.313 1.085 -0.156 0.439 -0.544
H -0.843 5.040 1.572 0.355 0.051 0.150
H 0.290 4.393 0.336 0.127 0.175 -0.017
H -6.389 5.290 1.329 -0.228 -0.118 -0.211
H -4.805 4.553 1.533 -0.075 -0.140 0.082
H -5.522 2.654 0.360 0.024 0.085 0.367
C 2.732 6.540 0.553 0.105 0.031 -0.035
O 1.618 6.050 0.545 0.008 0.125 -0.007
N 3.742 5.995 1.300 0.226 -0.220 -0.013
N 3.062 7.642 -0.175 -0.057 0.054 -0.046
H 4.676 6.357 1.332 -0.037 0.072 0.015
H 3.512 5.182 1.843 -0.044 0.081 0.068
H 2.338 8.055 -0.734 0.005 -0.025 0.008
H 3.976 8.053 -0.180 -0.006 -0.017 0.030
C -2.416 0.625 0.449 -0.220 -0.112 0.004
O -1.443 1.360 0.449 0.411 0.073 0.110
N -2.416 -0.573 1.094 0.008 0.024 0.125
N -3.564 0.969 -0.200 -0.240 0.112 -0.099
H -3.194 -1.206 1.107 0.040 -0.033 -0.077
H -1.571 -0.828 1.572 -0.002 -0.110 -0.083
H -3.566 1.858 -0.674 0.114 -0.060 0.013
H -4.387 0.396 -0.223 0.085 -0.094 -0.020
C 0.399 -3.112 0.464 0.301 0.146 -0.093
O -0.682 -3.695 0.477 -0.091 -0.054 -0.041
N 1.469 -3.539 1.181 -0.166 0.185 0.369
N 0.608 -1.986 -0.276 -0.106 0.013 -0.112
H 2.359 -3.078 1.174 -0.030 0.035 -0.090
H 1.355 -4.371 1.730 0.113 -0.148 -0.244
H -0.164 -1.643 -0.817 0.017 0.033 0.045
H 1.481 -1.488 -0.301 0.012 0.100 0.086
C 0.732 -7.139 0.618 -0.471 -0.049 0.264
O 1.706 -6.394 0.604 0.118 -0.203 -0.080
N 0.749 -8.352 1.237 0.148 0.047 0.255
N -0.441 -6.812 0.013 0.089 0.075 -0.262
H -0.033 -8.978 1.253 0.030 -0.024 -0.131
H 1.600 -8.623 1.692 -0.002 -0.035 -0.072
H -0.489 -5.916 -0.444 -0.101 0.136 0.264
H -1.247 -7.406 0.011 0.047 -0.047 0.019
C 1.552 -9.363 -2.616 0.025 0.163 -0.006
O 1.237 -10.174 -1.762 -0.043 -0.060 -0.016
N 1.742 -8.041 -2.342 -0.035 -0.068 0.101
N 1.739 -9.717 -3.926 -0.013 -0.141 -0.098
H 1.999 -7.361 -3.032 0.011 -0.018 0.005
H 1.614 -7.744 -1.391 0.161 0.084 -0.140
H 1.607 -10.683 -4.162 0.003 0.019 0.019
H 1.998 -9.070 -4.646 0.002 0.021 0.037
C 3.758 1.550 0.254 -0.049 0.178 -0.082
O 3.284 0.436 0.109 0.002 -0.133 0.022
N 3.317 2.636 -0.445 -0.061 -0.075 -0.074
N 4.777 1.802 1.135 0.039 -0.093 0.124
H 3.692 3.560 -0.340 -0.018 -0.006 0.031
H 2.571 2.486 -1.099 -0.030 0.029 0.037
H 5.126 1.026 1.666 -0.009 0.013 -0.014
H 5.183 2.708 1.269 -0.003 -0.002 -0.064
```
Positions in Å, forces in eV/Å.

Results
spin multiplicity = 1
LUMO level = 0.1 eV
orbital gap = 9.46 eV
calculated total energy = -2717.435644 Ha
highest occupied orbital energy = -9.4 eV

(3)
Entry from OMol25: 5 unconnected molecules or ions with the total composition C20H30INO16P at a distorted geometry (wB97M-V/def2-TZVPD).

The geometry in XYZ format:
```
69
Properties=species:S:1:pos:R:3:forces:R:3
C -1.386 0.948 0.410 0.254 -0.325 -2.017
C -1.248 1.194 -1.009 0.082 -0.193 2.247
C -1.845 0.284 -2.201 1.959 -0.265 -0.539
O -1.472 0.834 -3.516 -0.844 -2.046 2.853
P 0.005 -0.020 -3.983 1.345 1.125 -2.103
O -0.592 -0.425 -5.593 -0.542 1.631 0.058
C 1.751 -0.591 -4.571 0.735 -2.812 -0.260
I 2.830 1.235 -5.238 0.064 -0.894 0.036
C 2.585 -1.436 -3.472 1.491 0.331 -0.003
C 3.275 -0.513 -2.310 -0.145 -0.663 0.737
O -0.599 -1.626 -3.543 -1.333 2.040 3.281
C -1.359 -1.279 -2.332 -2.674 -2.099 -2.658
O -0.860 -1.951 -1.095 -1.396 -4.211 -1.112
C -1.406 -3.289 -1.205 -3.079 -0.978 1.663
N -2.149 -4.270 -1.117 4.973 5.600 -0.648
H -1.071 -0.087 0.847 -1.894 1.438 -1.018
H -1.785 1.709 1.188 2.038 -0.891 -1.585
H -0.632 2.130 -1.336 -2.338 -1.113 0.289
H -2.986 0.208 -2.078 1.780 0.443 -0.146
H 0.456 1.316 -4.311 -0.590 -0.468 0.092
H 0.560 -0.055 -2.654 -0.366 0.816 0.133
H -1.104 0.333 -5.968 0.678 -0.928 0.689
H 1.679 -1.252 -5.530 0.197 1.372 1.657
H 1.942 -2.298 -3.016 0.787 1.880 -0.797
H 3.483 -1.981 -3.987 -1.585 0.944 0.756
H 3.734 -1.208 -1.490 -0.778 1.091 -1.453
H 4.137 0.142 -2.701 -1.488 -1.032 0.396
H 2.516 0.161 -1.757 1.182 -1.047 -1.091
H -2.354 -1.859 -2.512 1.511 1.165 0.250
C -1.214 -8.127 0.522 0.462 0.115 -0.866
C -2.361 -7.290 0.993 -0.385 0.898 -0.521
O -2.902 -8.055 2.060 0.518 -0.674 0.374
C -1.904 -8.860 2.520 -0.160 -0.744 1.233
O -1.971 -9.519 3.528 0.106 0.804 -1.264
O -0.820 -8.824 1.695 -0.507 -0.080 0.603
H -0.390 -7.525 0.133 -0.025 -0.161 0.158
H -1.511 -8.855 -0.239 0.001 0.036 0.067
H -2.038 -6.319 1.383 -0.029 -0.081 -0.078
H -3.107 -7.128 0.213 0.012 -0.010 0.236
C 1.221 0.766 5.193 0.463 -0.187 0.813
C 1.455 0.147 3.850 0.732 -0.577 -0.296
O 0.258 0.438 3.148 -0.485 0.642 0.415
C -0.296 1.532 3.740 -0.969 0.570 -0.771
O -1.232 2.147 3.292 1.135 -0.680 0.912
O 0.343 1.842 4.902 -0.400 0.010 -0.605
H 2.142 1.130 5.652 -0.215 0.129 -0.032
H 0.724 0.082 5.889 0.008 0.047 -0.057
H 2.296 0.604 3.320 -0.088 -0.013 0.023
H 1.618 -0.931 3.911 -0.165 0.122 -0.158
C 4.589 5.288 -5.126 0.467 -0.076 -0.795
C 3.461 6.153 -4.654 -0.434 0.663 -0.341
O 2.900 5.400 -3.592 0.443 -0.354 0.167
C 3.877 4.569 -3.132 -0.239 -1.198 1.535
O 3.792 3.911 -2.126 0.193 1.040 -1.361
O 4.963 4.580 -3.956 -0.416 0.107 0.406
H 5.428 5.870 -5.512 0.022 -0.164 0.164
H 4.274 4.569 -5.889 -0.023 0.031 0.076
H 3.807 7.115 -4.262 0.011 -0.050 -0.009
H 2.720 6.335 -5.435 -0.046 -0.092 0.219
C -4.471 3.299 5.925 -0.671 0.119 -0.618
C -2.998 3.336 5.660 0.411 -0.053 -0.920
O -2.445 3.563 6.948 -0.556 -0.138 0.750
C -3.358 3.124 7.858 0.411 -0.094 1.398
O -3.142 3.014 9.039 -0.308 0.128 -1.475
O -4.546 2.825 7.261 0.574 0.053 0.444
H -5.000 2.629 5.245 0.005 0.008 0.235
H -4.930 4.291 5.876 0.030 -0.050 0.032
H -2.618 2.386 5.275 -0.050 0.177 0.014
H -2.718 4.135 4.971 0.144 -0.134 0.184
```
Positions in Å, forces in eV/Å.

Results
spin multiplicity = 1
LUMO level = 2.0 eV
orbital gap = 7.20 eV
calculated total energy = -2677.588567 Ha
highest occupied orbital energy = -5.2 eV
total charge = -1

(4)
Entry from OMol25: 2 unconnected molecules or ions with the total composition C10H16 at a distorted geometry (wB97M-V/def2-TZVPD).

The geometry in XYZ format:
```
26
Properties=species:S:1:pos:R:3:forces:R:3
C -2.067 2.292 0.001 0.929 -0.339 -0.108
C -0.788 1.533 0.413 0.694 1.636 -0.769
C -0.730 0.088 0.041 -0.333 -0.792 0.503
C -1.157 -0.379 -1.195 -0.135 -0.039 -0.142
C -1.115 -1.737 -1.525 0.179 0.937 -0.242
C -0.478 -2.624 -0.685 -0.365 0.184 0.362
C -0.093 -2.191 0.588 -0.078 -0.696 -0.737
C -0.263 -0.874 0.945 0.154 0.597 0.373
H -2.178 2.175 -1.076 -0.496 -0.230 0.060
H -1.903 3.361 0.118 -0.212 0.057 0.433
H -2.921 1.926 0.564 -0.250 0.184 -0.182
H 0.020 2.044 -0.132 -0.023 -0.201 -0.413
H -0.447 1.828 1.409 -0.546 -0.852 0.423
H -1.508 0.309 -1.957 -0.183 0.027 0.162
H -1.582 -2.001 -2.466 0.353 -0.362 -0.052
H -0.316 -3.642 -0.986 -0.102 -0.346 0.018
H 0.305 -2.958 1.240 0.146 0.333 0.309
H 0.028 -0.521 1.929 0.010 -0.158 0.061
C 2.759 0.508 0.091 -0.752 -0.482 -0.103
C 2.868 1.751 0.958 0.603 0.099 0.254
H 2.982 -0.417 0.626 0.646 0.164 0.054
H 1.719 0.321 -0.133 -0.315 0.189 -0.340
H 3.273 0.513 -0.867 0.258 0.210 0.118
H 2.082 2.489 0.806 -0.045 -0.073 -0.230
H 3.822 2.275 0.861 0.007 -0.072 -0.152
H 2.821 1.453 1.998 -0.144 0.026 0.342
```
Positions in Å, forces in eV/Å.

Results
spin multiplicity = 1
LUMO level = 1.0 eV
orbital gap = 9.96 eV
relative energy (zero: lowest compared OMol25 entry of this formula, charge and spin) = 14.41 kcal/mol
SMILES = CCc1ccccc1.CC
calculated total energy = -390.612917 Ha
highest occupied orbital energy = -9.0 eV